(1)
{
  "formula": "C3H4N2S2",
  "method": "the ωB97M-V functional and the def2-TZVPD basis",
  "homo_energy_ev": -9.0,
  "smiles": "C=NNC(=S)C=S",
  "homo_lumo_gap_ev": 7.27,
  "symbols": ["C", "N", "N", "C", "S", "C", "S", "H", "H", "H", "H"],
  "xyz": [[-2.677989, -1.646209, -0.062168], [-2.104648, -0.512210, -0.046180], [-0.723609, -0.470577, 0.271984], [0.085712, 0.644732, 0.083460], [-0.337331, 2.198812, -0.054410], [1.526215, 0.269671, 0.044731], [2.216518, -1.200317, -0.064550], [-2.114794, -2.589830, 0.015744], [-3.721918, -1.860018, -0.313423], [-0.232473, -1.406425, 0.158268], [2.196354, 1.150692, 0.066009]],
  "atomic_forces_ev_per_a": [[1.209, -0.894, -0.467], [0.309, 0.758, 0.557], [-0.377, -1.423, -1.133], [-0.891, -1.807, 0.247], [-0.214, 0.200, -0.062], [1.289, 0.158, -0.017], [-0.659, 0.596, 0.058], [0.169, 0.237, 0.372], [0.208, 1.097, 0.138], [-0.474, 1.499, 0.311], [-0.569, -0.421, -0.001]]
}

(2)
{
  "formula": "C3H4N3",
  "method": "the ωB97M-V functional and the def2-TZVPD basis",
  "homo_energy_ev": [-16.5, -16.8],
  "multiplicity": 3,
  "s2": 2.04,
  "homo_lumo_gap_ev": [10.93, 7.33],
  "total_charge": 1,
  "symbols": ["C", "C", "C", "N", "N", "N", "H", "H", "H", "H"],
  "xyz": [[0.499365, 1.038635, -0.092649], [0.117318, -0.271421, -0.056038], [-1.293578, -0.445410, 0.044150], [2.318377, 0.756687, -0.007376], [1.152703, -1.082690, 0.361002], [2.156399, -0.380718, 0.169498], [0.285468, 1.974241, -0.627881], [-1.890619, 0.465797, -0.089417], [-1.637965, -1.082919, 1.015353], [-1.707469, -0.972206, -0.716641]],
  "atomic_forces_ev_per_a": [[2.702, 1.828, -2.251], [0.684, -0.517, 2.776], [-2.286, -1.175, 3.562], [-1.067, 0.418, -0.197], [-4.983, -2.207, -1.135], [4.502, 2.224, 0.360], [-0.198, -0.258, 0.801], [0.519, 0.235, 0.756], [0.964, 1.761, -2.051], [-0.837, -2.309, -2.621]]
}

(3)
{
  "formula": "C3H4N4",
  "method": "the ωB97M-V functional and the def2-TZVPD basis",
  "homo_energy_ev": -9.0,
  "smiles": "Nc1cnnnc1",
  "homo_lumo_gap_ev": 9.12,
  "symbols": ["N", "C", "C", "N", "N", "N", "C", "H", "H", "H", "H"],
  "xyz": [[-1.697965, -0.068022, 0.134898], [-0.331463, 0.088365, -0.066396], [0.400506, 1.227454, -0.075136], [1.739069, 1.120705, 0.127963], [2.318492, -0.076136, 0.003252], [1.748974, -1.103910, -0.065489], [0.432605, -1.045734, -0.025869], [-2.501520, 0.530849, -0.397402], [-1.892162, -1.000018, -0.088511], [-0.101411, 2.293706, -0.000093], [-0.115130, -1.967257, 0.452787]],
  "atomic_forces_ev_per_a": [[-2.633, 2.805, -1.577], [-1.174, -0.959, -0.231], [1.531, 3.248, 1.170], [-1.891, 0.934, -1.280], [6.321, 7.802, 0.649], [-4.181, -6.652, -0.397], [-2.912, -3.146, 2.141], [3.239, -1.429, 1.653], [-0.776, -1.602, -0.112], [1.319, -2.237, -0.250], [1.156, 1.234, -1.766]]
}

(4)
{
  "formula": "C3H4N4",
  "method": "the ωB97M-V functional and the def2-TZVPD basis",
  "homo_energy_ev": -8.9,
  "smiles": "Cc1nncnn1",
  "homo_lumo_gap_ev": 8.51,
  "symbols": ["C", "C", "N", "N", "C", "N", "N", "H", "H", "H", "H"],
  "xyz": [[-2.011744, -0.057934, -0.124320], [-0.400538, 0.174833, 0.023031], [0.246740, -1.018372, 0.129856], [1.474135, -1.088992, 0.130603], [2.195173, -0.012115, -0.042459], [1.598115, 1.096891, -0.012843], [0.242026, 1.199520, 0.187258], [-2.452987, 1.044283, -0.209692], [-1.999977, -0.123960, 1.100392], [-2.063515, -1.033589, -0.682011], [3.172572, -0.180565, -0.499818]],
  "atomic_forces_ev_per_a": [[3.795, 3.096, 4.410], [-3.858, -5.091, -1.432], [-2.830, -1.564, -0.120], [1.615, -4.014, 0.895], [0.139, 0.144, -2.107], [-0.191, 3.921, 0.703], [3.004, 5.195, 0.022], [0.365, -2.944, -0.941], [-1.240, -0.819, -2.833], [-0.899, 1.475, 0.565], [0.101, 0.600, 0.839]]
}

(5)
{
  "formula": "C3H4N4",
  "method": "the ωB97M-V functional and the def2-TZVPD basis",
  "homo_energy_ev": -10.0,
  "smiles": "C=Cn1ncnn1",
  "homo_lumo_gap_ev": 10.04,
  "symbols": ["C", "C", "N", "N", "C", "N", "N", "H", "H", "H", "H"],
  "xyz": [[2.012745, 0.255452, 0.103608], [1.099049, -0.679326, -0.078317], [-0.236268, -0.355746, -0.145671], [-0.706691, 0.931125, -0.155270], [-1.999425, 0.687661, 0.006226], [-2.355002, -0.600590, 0.098650], [-1.177948, -1.297770, -0.032948], [3.051614, -0.009845, 0.110744], [1.741120, 1.326662, 0.118490], [1.339831, -1.731386, -0.096241], [-2.769024, 1.473762, 0.070731]],
  "atomic_forces_ev_per_a": [[-0.062, 0.967, -0.488], [1.516, 0.040, 0.277], [-2.633, 0.464, -0.062], [-0.098, -2.066, 0.302], [-0.742, 0.797, 0.041], [2.558, -1.446, -0.593], [-1.417, 2.642, 0.482], [0.250, -0.091, 0.173], [0.192, -0.822, 0.116], [-0.309, -0.047, -0.142], [0.745, -0.438, -0.106]]
}

(6)
{
  "formula": "C3H4N4",
  "method": "the ωB97M-V functional and the def2-TZVPD basis",
  "homo_energy_ev": -8.0,
  "homo_lumo_gap_ev": 8.16,
  "symbols": ["N", "C", "C", "N", "C", "N", "N", "H", "H", "H", "H"],
  "xyz": [[-0.115233, 1.585225, 2.088698], [0.433760, 1.027034, 1.025319], [-0.533508, 0.083129, 0.403167], [-0.238247, -0.590368, -0.627902], [-0.060997, -1.338275, -1.679073], [1.159746, -1.239182, -2.285338], [2.194558, -1.062274, -2.683542], [-1.061218, 1.400370, 2.439694], [0.410533, 2.255420, 2.634893], [-1.539748, -0.030076, 0.862849], [-0.739721, -2.042923, -2.161546]],
  "atomic_forces_ev_per_a": [[0.188, 0.026, -0.071], [-0.485, -0.100, 0.173], [0.060, -0.061, -0.108], [0.337, 0.071, -0.108], [-0.265, 0.045, 0.214], [0.983, 0.351, -0.154], [-1.185, -0.308, 0.326], [0.140, -0.079, -0.195], [-0.083, -0.151, -0.153], [0.077, 0.037, 0.001], [0.232, 0.170, 0.076]]
}

(7)
{
  "formula": "C3H4N4",
  "method": "the ωB97M-V functional and the def2-TZVPD basis",
  "homo_energy_ev": -9.6,
  "smiles": "[H]/N=C(\\C#N)NN=C",
  "homo_lumo_gap_ev": 9.08,
  "symbols": ["H", "N", "C", "C", "N", "N", "N", "C", "H", "H", "H"],
  "xyz": [[2.134715, 2.174362, 0.238658], [1.013977, 1.919905, 0.129714], [0.901675, 0.636363, -0.176796], [2.183761, -0.190206, -0.204029], [2.842537, -1.248558, 0.144847], [-0.130041, -0.244233, -0.399891], [-1.369784, 0.280029, -0.326647], [-2.323302, -0.477829, 0.268518], [0.298089, -1.318942, -0.223882], [-3.319866, 0.120400, 0.291876], [-2.231759, -1.651289, 0.257633]],
  "atomic_forces_ev_per_a": [[-3.815, -1.043, -0.509], [2.031, -2.123, -0.451], [3.593, 2.197, 0.543], [4.081, -9.213, 3.416], [-5.222, 9.350, -3.255], [2.113, -2.120, 0.023], [-2.949, -2.719, 3.373], [1.063, 1.638, -3.570], [-2.403, 3.326, -0.457], [1.711, -1.678, 0.174], [-0.203, 2.385, 0.714]]
}

(8)
{
  "formula": "C3H4N4",
  "method": "the ωB97M-V functional and the def2-TZVPD basis",
  "homo_energy_ev": [-8.1, -10.5],
  "homo_lumo_gap_ev": [5.91, 9.36],
  "symbols": ["C", "C", "C", "N", "N", "N", "N", "H", "H", "H", "H"],
  "xyz": [[1.509459, -0.628026, -0.083786], [0.561321, -1.508381, -0.200592], [-0.394213, 1.693370, -0.180422], [2.421376, 1.293652, -0.015756], [2.854162, -0.783292, 0.034781], [3.346406, 0.408478, 0.122168], [1.253102, 0.780416, -0.003000], [-0.588700, -1.335850, -0.291074], [0.712853, -2.457035, -0.587286], [0.180569, 2.526964, 0.267306], [-1.170984, 1.133206, 0.217636]],
  "atomic_forces_ev_per_a": [[1.078, 3.302, 0.878], [-5.571, -1.738, -1.040], [7.173, -0.095, 0.403], [0.326, 4.263, 0.841], [-0.835, -1.333, -0.025], [0.818, 0.027, -0.642], [-3.574, -2.068, -1.030], [2.359, 0.506, 0.501], [0.960, -1.892, -0.066], [-1.520, 0.158, -0.496], [-1.214, -1.130, 0.675]]
}

(9)
{
  "formula": "C3H4N4O",
  "method": "the ωB97M-V functional and the def2-TZVPD basis",
  "homo_energy_ev": -8.6,
  "smiles": "[H]/N=c1\\cc(N)onn1",
  "homo_lumo_gap_ev": 8.94,
  "symbols": ["H", "N", "C", "C", "C", "N", "O", "N", "N", "H", "H", "H"],
  "xyz": [[-2.741492, -1.400678, 0.239000], [-2.707258, -0.360213, 0.068020], [-1.494212, 0.030073, -0.119282], [-0.233706, -0.667457, -0.133224], [0.910964, 0.115095, -0.062953], [2.225186, -0.315943, -0.044263], [0.936846, 1.417937, 0.048302], [-0.439691, 2.156751, -0.046262], [-1.413589, 1.512540, -0.059554], [-0.301422, -1.732796, -0.261152], [2.417994, -1.260444, 0.381571], [2.840376, 0.505141, -0.010202]],
  "atomic_forces_ev_per_a": [[0.159, 1.308, -0.562], [1.026, -0.960, -0.049], [-0.973, -0.130, 1.681], [-0.034, 1.656, -0.327], [0.658, -1.610, 0.307], [-0.765, -1.173, 0.278], [-0.745, 0.389, -0.338], [0.600, 1.399, 0.299], [-0.671, -1.493, -0.886], [0.584, -0.115, 0.021], [0.068, 1.940, -0.806], [0.094, -1.211, 0.383]]
}

(10)
{
  "formula": "C3H4N4O",
  "method": "the ωB97M-V functional and the def2-TZVPD basis",
  "homo_energy_ev": -9.5,
  "smiles": "[H]/N=c1\\[nH]cnc(=O)[nH]1",
  "homo_lumo_gap_ev": 9.16,
  "symbols": ["H", "N", "C", "N", "C", "N", "C", "O", "N", "H", "H", "H"],
  "xyz": [[3.056635, -0.452014, -0.136513], [2.264594, -1.025440, -0.382514], [1.205257, -0.354261, 0.016111], [1.132531, 0.951707, 0.262001], [-0.157189, 1.645056, 0.004418], [-1.221582, 1.002953, -0.242322], [-1.348702, -0.314862, 0.005054], [-2.366997, -0.930023, -0.122020], [0.037152, -0.947044, 0.422502], [2.023250, 1.475158, -0.115052], [0.047896, 2.654855, 0.108981], [0.123131, -1.968644, 0.547577]],
  "atomic_forces_ev_per_a": [[0.662, 0.274, -0.558], [-2.308, 0.751, 1.344], [1.443, -3.493, -0.045], [0.578, 5.389, -1.594], [3.072, -4.347, 0.473], [-0.227, 3.000, 0.498], [2.261, -2.785, 0.046], [1.053, -0.072, 0.531], [-2.868, -0.723, -1.032], [-2.534, -0.988, 1.130], [-0.625, 2.118, -0.336], [-0.507, 0.875, -0.459]]
}

(11)
{
  "formula": "C3H4N4O",
  "method": "the ωB97M-V functional and the def2-TZVPD basis",
  "homo_energy_ev": -8.9,
  "smiles": "[H]/N=c1\\ncnc(O)[nH]1",
  "homo_lumo_gap_ev": 8.97,
  "symbols": ["H", "N", "C", "N", "C", "N", "C", "O", "N", "H", "H", "H"],
  "xyz": [[-1.735609, -2.197673, 1.111545], [-1.808461, -1.460779, 0.194121], [-0.574652, -0.988655, 0.274113], [0.637568, -1.258326, 0.841988], [1.625495, -0.526021, 0.509526], [1.411398, 0.776720, 0.175317], [0.372085, 1.050698, -0.401094], [0.315117, 2.206479, -1.099170], [-0.654583, 0.208020, -0.389423], [2.732939, -0.748168, 0.746773], [-0.749412, 2.436168, -1.172720], [-1.571886, 0.501536, -0.790975]],
  "atomic_forces_ev_per_a": [[-0.828, 1.584, -3.411], [2.938, -3.989, 5.532], [-3.879, 1.196, -0.495], [-0.328, -3.493, -0.304], [0.974, 1.976, 2.178], [6.150, -0.541, 0.493], [-2.668, 1.426, -2.129], [-4.933, 0.685, 0.373], [-0.615, 2.773, -2.410], [-2.046, -0.179, -0.340], [4.081, -0.521, -0.019], [1.154, -0.919, 0.533]]
}

(12)
{
  "formula": "C3H4N4O",
  "method": "the ωB97M-V functional and the def2-TZVPD basis",
  "homo_energy_ev": -9.5,
  "smiles": "Nn1cnc(=O)cn1",
  "homo_lumo_gap_ev": 9.02,
  "symbols": ["N", "N", "C", "N", "C", "O", "C", "N", "H", "H", "H", "H"],
  "xyz": [[1.422573, 2.086101, -0.748113], [0.725576, 0.979067, -0.166635], [0.955569, 0.392298, 1.068445], [0.248847, -0.732001, 1.341660], [-0.775824, -1.174980, 0.436804], [-2.067677, -1.611543, 0.769679], [-0.727873, -0.826284, -1.018553], [-0.014838, 0.323998, -1.286769], [1.860950, 1.613300, -1.449358], [0.708906, 2.655307, -1.362066], [1.816806, 0.982827, 1.552676], [-1.231578, -1.305459, -1.799867]],
  "atomic_forces_ev_per_a": [[-2.917, 1.752, 1.393], [-2.071, -1.262, -1.955], [-1.274, -1.021, -3.084], [-0.022, 1.443, -0.666], [-6.435, -0.329, 1.522], [7.987, 1.993, -1.125], [4.668, 4.949, 2.702], [-1.270, -2.843, 2.298], [2.376, -1.178, -2.481], [1.224, -1.288, 2.094], [-1.606, -1.631, 0.202], [-0.660, -0.586, -0.900]]
}

no.,E (eV)
1,-27823.98394
2,-7630.73232
3,-9132.53457
4,-9131.47213
5,-9134.00350
6,-9131.10180
7,-9130.91591
8,-9128.47918
9,-11180.61648
10,-11182.75591
11,-11181.48951
12,-11178.78359